1.
C3H7N5 | wB97M-V/def2-TZVPD

Structure (XYZ):
```
15
Properties=species:S:1:pos:R:3:forces:R:3
C -1.471199 -0.500218 0.787450 1.64 -3.43 0.86
C -1.559887 0.461078 -0.361680 -0.86 1.96 -0.17
C 1.942078 0.255452 -0.030261 -3.86 -1.94 -0.62
H -2.486576 -0.620807 0.936711 -2.10 -0.53 1.95
H -0.709447 -0.307732 1.931292 -2.56 -0.56 -4.21
H -1.293468 -1.815248 0.161657 0.00 4.12 2.24
H -2.405898 0.059148 -1.116486 2.40 1.02 1.34
H -1.799069 1.752267 -0.094155 0.30 -4.33 -0.60
H 3.318004 -1.229740 0.001555 -0.51 -1.05 -0.55
H 1.000890 -0.908463 -1.379029 1.28 -1.76 -4.12
N -0.177151 0.568130 -0.835908 2.53 1.05 1.26
N 0.303461 1.632991 -0.021492 3.18 0.14 0.23
N 1.538342 1.541730 0.432548 -4.38 -1.14 -2.75
N 2.966436 -0.320630 0.114879 6.41 0.79 1.87
N 0.833490 -0.567960 -0.527086 -3.46 5.64 3.28
```
Positions in Å, forces in eV/Å.

## Properties
- Kohn-Sham gap: 9.25 eV
- Maximum force: 7.4 eV/Å
- E_tot: -392.00439 hartree
- M: 113.12 g mol⁻¹
- ΔE to the lowest compared entry with this formula, charge and spin: 184.9 kcal per mole

Here are the Mulliken charges for atoms 1 to 2, given in e: C -0.8265; C -0.3201

=====

2.
C6H5ClNO2Ti | wB97M-V/def2-TZVPD

Structure (XYZ):
```
16
Properties=species:S:1:pos:R:3:forces:R:3
Ti 4.215918 9.442277 -3.295398 -0.23 -0.92 0.47
Cl 3.279689 5.633788 -1.392017 0.21 0.90 -0.47
C -0.568297 -0.786056 -1.579943 -0.17 -2.16 1.08
C 0.208815 -0.055623 -0.723214 0.64 0.73 -1.03
C 0.236525 -0.215415 0.639702 -0.10 -0.39 0.06
C -0.493542 -1.255904 1.226247 -0.13 1.51 -0.89
C -1.369282 -2.026134 0.423814 1.00 0.99 -0.81
C -1.286808 -1.846347 -0.973063 -0.71 0.84 0.26
N -0.402458 -1.382316 2.674220 -1.79 -2.11 1.61
O -0.628684 -2.550738 3.074643 0.66 1.87 -0.43
O -0.256071 -0.425351 3.423099 0.33 -0.67 -1.23
H -0.492819 -0.620033 -2.644432 -0.28 -0.16 -0.03
H 0.896938 0.641234 -1.178504 -0.11 0.48 0.19
H 0.834546 0.549803 1.112158 0.06 -0.57 0.92
H -2.219679 -2.612850 0.738442 0.62 -0.45 0.70
H -1.954790 -2.490335 -1.525753 0.01 0.11 -0.38
```
Positions in Å, forces in eV/Å.

## Properties
- Kohn-Sham gap (alpha / beta): 4.56 / 4.92 eV
- <S²>: 3.757
- Maximum force: 3.2 eV/Å
- E_tot: -1746.21209 hartree
- 2S+1: 4
- M: 206.43 g mol⁻¹
- ΔE to the lowest compared entry with this formula, charge and spin: 88.6 kcal per mole

Here are the Mulliken charges for atoms 1 to 2, given in e: Ti 0.8710; Cl -0.8714

=====

3.
C5H17NO4S | wB97M-V/def2-TZVPD

Structure (XYZ):
```
28
Properties=species:S:1:pos:R:3:forces:R:3
C -0.893426 1.195356 0.565078 -0.13 3.02 1.82
C -1.552310 2.581459 -0.037886 1.30 -1.73 2.11
S -2.149487 2.166804 -1.711968 -0.75 0.73 -0.34
C 0.472277 0.830309 -0.010270 0.40 -0.99 -2.56
N 0.508715 0.746329 -1.392823 1.67 -1.51 1.07
C 1.347441 -0.325338 -1.978163 1.62 1.13 -1.53
C 0.468465 -1.219247 -2.844326 -0.12 -0.22 0.67
O 1.503917 0.404960 0.523136 -1.63 0.47 1.75
H -1.649055 0.403566 0.560249 0.44 -0.14 -0.59
H -0.807454 1.439042 1.652642 0.29 -0.38 -0.67
H -0.837786 3.457577 0.279339 -1.10 -1.51 -1.94
H -2.410737 2.799675 0.598940 -0.11 -0.22 -0.16
H -2.982402 1.099624 -1.396509 0.85 0.95 0.14
H 0.024768 1.269193 -2.088308 -0.92 0.20 0.29
H 2.068694 -0.902711 -1.374937 -1.27 0.50 0.85
H 2.137685 0.160387 -2.642894 -1.10 -0.34 0.38
H 0.434835 -0.763626 -3.811121 -0.62 0.08 -0.75
H 0.967179 -2.168059 -2.950375 0.08 -0.50 -0.18
H -0.552433 -1.411422 -2.431573 0.85 0.33 -0.27
H 0.863254 0.142118 3.838393 0.03 0.51 -0.73
H 1.033944 1.187778 2.620394 0.15 -0.87 0.67
O 0.831345 1.075673 3.569678 -0.05 0.25 0.04
H -1.349780 -2.836713 2.437403 -0.22 -2.30 0.61
H -0.808636 -1.793296 1.588474 -2.11 0.15 3.01
O -1.437850 -1.911817 2.449593 2.42 2.11 -3.62
H 1.923493 -3.035531 1.838635 -0.76 0.06 -1.14
H 1.446997 -1.820732 1.110869 0.08 0.92 -0.31
O 1.398348 -2.771357 1.038330 0.69 -0.73 1.37
```
Positions in Å, forces in eV/Å.

## Properties
- SMILES: CCNC(=O)CCS.O.O.O
- Kohn-Sham gap: 9.75 eV
- Maximum force: 4.8 eV/Å
- E_tot: -954.54899 hartree
- M: 187.26 g mol⁻¹
- ΔE to the lowest compared entry with this formula, charge and spin: 64.1 kcal per mole

Here are the Mulliken charges for atoms 1 to 2, given in e: C -0.7237; C -0.6452

=====

4.
C5H10O2 | wB97M-V/def2-TZVPD

Structure (XYZ):
```
17
Properties=species:S:1:pos:R:3:forces:R:3
C 0.674414 1.220168 0.697843 -0.04 0.02 -0.06
C 0.639053 -0.254796 0.333093 0.19 0.00 0.06
C -1.656355 -0.313578 1.581998 -0.51 -0.05 0.06
O -2.314139 0.572045 0.866796 -0.18 -0.07 0.15
C -0.303070 -0.909850 -0.685838 -0.03 -0.07 -0.11
C 1.110329 -0.649472 -1.037826 0.10 -0.34 0.00
O 1.290333 0.366305 -1.977017 0.32 0.14 -0.03
H 1.699753 1.599259 0.582460 -0.16 -0.03 0.02
H 0.374226 1.375666 1.737146 0.01 -0.10 -0.19
H 0.018294 1.828071 0.070203 0.08 -0.12 0.02
H 0.960124 -0.907770 1.142469 -0.05 0.05 -0.21
H -1.860926 -1.320495 1.141725 -0.11 0.16 0.15
H -2.795187 0.213699 0.096423 0.08 0.00 0.18
H -0.612817 -1.944091 -0.546301 0.13 0.24 0.09
H -1.029747 -0.293051 -1.211280 0.23 0.02 0.13
H 1.784779 -1.499911 -1.119584 -0.02 0.12 -0.11
H 2.020935 0.917802 -1.672309 -0.05 0.01 -0.13
```
Positions in Å, forces in eV/Å.

## Properties
- Kohn-Sham gap: 9.22 eV
- Maximum force: 0.5 eV/Å
- E_tot: -346.82224 hartree
- M: 102.13 g mol⁻¹
- ΔE to the lowest compared entry with this formula, charge and spin: 127.5 kcal per mole

Here are the Mulliken charges for atoms 1 to 2, given in e: C -1.5488; C 0.4099

=====

5.
C26H39N5O6S | wB97M-V/def2-TZVPD

Structure (XYZ):
```
77
Properties=species:S:1:pos:R:3:forces:R:3
C 2.220700 -7.205004 -1.262652 -0.06 -0.03 0.02
C 1.843898 -5.760318 -1.163401 0.03 0.10 0.07
C 1.930822 -5.092961 0.054139 0.00 0.06 -0.13
C 1.548806 -3.768959 0.161751 0.02 0.09 0.12
C 1.082963 -3.111523 -0.958881 -0.05 0.47 0.22
C 0.990878 -3.748481 -2.179926 -0.05 0.00 -0.15
C 1.371761 -5.073700 -2.277986 -0.05 0.13 0.05
H 1.294215 -5.585155 -3.226004 0.00 -0.04 -0.10
H 0.608714 -3.202613 -3.027638 -0.03 -0.01 -0.19
S 0.592428 -1.411003 -0.862328 0.54 -0.11 -0.37
O -0.544949 -1.161927 -1.714166 0.21 -0.21 -0.44
O 0.411917 -1.036041 0.525733 0.44 -0.45 0.00
N 1.901696 -0.662422 -1.577346 -0.91 -0.58 0.33
C 3.055307 -0.539117 -0.715297 0.34 -0.12 0.43
C 2.909264 0.620629 0.287851 -0.14 -0.04 0.02
H 2.618412 0.232772 1.264235 0.07 0.02 0.04
H 3.865234 1.136579 0.394019 0.00 0.01 0.01
C 1.851673 1.619481 -0.210908 0.28 0.35 -0.10
C 2.018150 2.927761 0.555374 -0.16 -0.48 -0.29
O 2.748231 3.818481 0.156772 0.19 0.13 -0.16
N 1.362416 3.029742 1.726055 -0.11 0.22 0.36
C 0.463894 2.079515 2.361748 -0.37 -0.24 -0.01
C -0.962926 2.226384 1.790474 0.48 -0.45 0.12
O -1.647446 3.207857 1.989910 -0.17 0.43 0.07
N -1.362911 1.178498 1.046886 -0.17 -0.28 -0.18
H -0.772601 0.359605 0.937569 0.05 0.22 0.15
C -2.666934 1.132083 0.403470 -0.06 0.13 -0.04
C -2.573176 1.463124 -1.090016 0.16 0.25 0.26
H -1.885255 0.766325 -1.572598 -0.06 -0.02 -0.04
H -3.561919 1.327660 -1.533843 -0.05 -0.03 -0.10
C -2.078485 2.887255 -1.380267 -0.23 -0.09 -0.15
C -1.859133 3.041485 -2.884970 0.09 -0.01 0.30
H -2.803214 2.937384 -3.415864 -0.12 -0.02 -0.11
H -1.171588 2.284766 -3.258593 0.08 -0.09 -0.11
H -1.445589 4.021540 -3.111048 0.03 0.10 -0.08
C -3.052293 3.948982 -0.876178 0.25 -0.12 0.10
H -3.064218 3.973493 0.209328 -0.08 0.05 0.10
H -2.745458 4.931395 -1.227482 -0.01 0.14 -0.03
H -4.058308 3.751784 -1.241085 -0.16 -0.01 -0.10
H -1.117465 3.033628 -0.874826 0.03 -0.02 0.02
H -3.294612 1.866673 0.919154 0.03 -0.25 -0.07
C -3.219741 -0.260558 0.715786 -0.11 0.39 -0.11
O -3.844103 -0.479149 1.743517 -0.19 0.00 0.23
N -2.928418 -1.220638 -0.177470 0.07 -0.19 -0.25
H -2.219079 -1.060947 -0.883636 -0.20 0.15 0.07
C -3.223151 -2.614168 0.088175 0.03 -0.08 0.09
C -2.131877 -3.212295 0.984950 -0.52 0.04 -0.16
O -1.294776 -3.993392 0.581997 0.15 -0.25 -0.16
N -2.206706 -2.767955 2.249676 0.07 0.14 0.58
H -1.477210 -3.009738 2.900102 0.00 -0.04 -0.09
H -2.867375 -2.037706 2.488217 0.01 -0.03 -0.03
H -3.253768 -3.154032 -0.858149 0.03 -0.02 0.15
H -4.189500 -2.673912 0.595800 0.08 -0.03 -0.13
H 0.807255 1.050908 2.229486 0.01 0.05 -0.02
C 0.492238 2.509106 3.832538 -0.10 0.02 -0.07
H -0.409906 2.203806 4.358845 0.01 -0.07 0.03
C 0.630198 4.027260 3.740663 -0.02 0.02 -0.02
C 1.551304 4.223883 2.541961 0.21 0.39 0.06
H 1.310080 5.113729 1.957250 0.07 -0.03 0.08
H 2.605407 4.286565 2.833168 -0.07 0.08 -0.03
H 1.037004 4.466347 4.649041 0.03 0.03 0.01
H -0.346360 4.461994 3.535609 0.07 0.01 0.05
H 1.360852 2.070444 4.326780 0.00 -0.05 -0.03
H 0.853800 1.216642 -0.043459 0.08 0.09 0.06
C 2.032326 1.814950 -1.715140 -0.05 -0.08 0.22
C 1.675916 0.499324 -2.422153 -0.33 0.35 -0.40
H 0.620420 0.472201 -2.694451 0.11 0.17 -0.16
H 2.269942 0.373411 -3.334061 -0.10 -0.01 0.06
H 3.065070 2.102222 -1.914644 -0.02 0.08 -0.02
H 1.389546 2.619567 -2.071530 0.05 0.03 -0.08
H 3.177289 -1.492678 -0.198219 0.26 0.05 0.00
H 3.923116 -0.385572 -1.362250 -0.06 -0.10 0.03
H 1.584370 -3.244747 1.103154 0.00 -0.01 0.15
H 2.287858 -5.620396 0.925981 0.04 -0.04 0.10
H 1.366649 -7.822688 -0.985078 -0.02 -0.11 0.00
H 2.510191 -7.465502 -2.277423 0.04 -0.06 -0.05
H 3.038244 -7.441942 -0.586196 0.06 -0.06 0.02
```
Positions in Å, forces in eV/Å.

## Properties
- SMILES: Cc1ccc(S(=O)(=O)N2CCC(C(=O)N3CCC[C@H]3C(=O)N[C@@H](CC(C)C)C(=O)NCC(N)=O)CC2)cc1
- Kohn-Sham gap: 9.37 eV
- Maximum force: 1.1 eV/Å
- E_tot: -2137.66847 hartree
- M: 549.69 g mol⁻¹
- ΔE to the lowest compared entry with this formula, charge and spin: 0.0 kcal per mole

Here are the Mulliken charges for atoms 1 to 2, given in e: C -1.5670; C 1.0377

=====

6.
C47H57NO5P2S2SiSn | wB97M-V/def2-TZVPD

Structure (XYZ):
```
116
Properties=species:S:1:pos:R:3:forces:R:3
Sn 0.273200 -1.101600 0.771000 0.41 -0.64 -0.63
C 0.336300 -1.177900 4.264100 -0.20 0.05 -0.31
C -0.893000 -0.292400 4.070900 -0.11 -0.50 0.48
C -1.030500 0.615200 5.285400 -0.03 -0.04 -0.32
C -2.146800 -1.136600 3.880600 0.29 0.29 -0.08
O -0.738400 0.463400 2.839700 -0.28 0.13 -0.06
Si -0.127500 1.976400 2.641000 -0.15 -0.72 -0.35
S -0.860300 2.499200 0.645800 0.09 0.51 -0.22
O -0.639400 3.060100 3.676500 0.14 0.10 -0.16
C -1.296700 4.345900 3.794900 -0.24 0.49 0.31
C -0.802700 4.936700 5.114000 -0.07 -0.16 -0.27
C -2.807200 4.133400 3.836300 0.34 -0.12 0.00
C -0.927700 5.247100 2.624700 0.08 -0.29 0.17
O 1.453900 1.689500 2.543600 0.22 0.07 0.07
C 2.656100 2.448100 2.816800 0.56 0.12 0.13
C 3.714700 1.980800 1.818300 -0.34 0.05 0.16
C 2.423500 3.942400 2.650200 -0.13 -0.31 0.05
C 3.064600 2.132100 4.252500 -0.10 0.02 -0.35
H 0.255200 -1.704000 5.211400 0.04 -0.11 0.06
H 1.230500 -0.558200 4.275000 0.17 -0.02 -0.01
H 0.408700 -1.921100 3.457900 0.09 0.06 0.25
H -1.117100 0.010200 6.184900 0.00 -0.04 0.03
H -1.909900 1.243100 5.197100 -0.13 0.14 0.04
H -0.154800 1.250700 5.372000 0.12 0.12 0.19
H -2.402700 -1.652500 4.799900 -0.01 -0.16 0.09
H -1.976800 -1.861600 3.086000 -0.12 -0.15 -0.07
H -2.973100 -0.489800 3.599600 -0.17 0.03 -0.03
H -1.166700 4.348200 5.951300 -0.03 -0.06 0.11
H -1.157200 5.957100 5.221000 -0.08 0.11 0.05
H 0.283400 4.947100 5.144600 0.13 0.03 -0.02
H -3.088300 3.484600 4.661700 -0.01 -0.07 0.09
H -3.160500 3.695100 2.906400 -0.06 -0.06 -0.16
H -3.295700 5.093600 3.975300 -0.09 0.08 0.01
H 0.142000 5.419300 2.586900 0.11 0.09 -0.01
H -1.426500 6.204600 2.738300 -0.07 0.10 -0.06
H -1.241500 4.797000 1.684900 -0.12 0.11 -0.12
H 3.308000 2.020500 0.809000 0.02 0.01 -0.09
H 4.024400 0.962000 2.036800 0.05 -0.05 -0.02
H 4.582800 2.632000 1.875200 0.12 0.01 0.01
H 1.988800 4.138900 1.674200 -0.05 0.14 -0.19
H 3.366600 4.476600 2.727200 0.06 0.04 0.00
H 1.762300 4.308700 3.429100 -0.09 0.10 0.06
H 3.210800 1.061900 4.375100 0.05 -0.15 0.03
H 2.292200 2.464300 4.942400 -0.07 0.06 0.12
H 3.993300 2.639700 4.492900 0.13 0.07 0.10
O 2.313400 -0.378800 -0.432500 -1.35 0.28 0.40
P 3.623800 -1.062700 -0.671300 0.88 -0.16 -0.06
C 3.416100 -2.433400 -1.873100 -0.45 0.09 0.54
P 2.137200 -3.620000 -1.285400 0.76 -0.48 -0.32
O 0.941300 -2.902400 -0.739700 -0.92 0.78 0.57
C 1.688800 -4.587700 -2.737100 0.24 0.23 0.39
C 0.345900 -4.655000 -3.082000 -0.06 0.08 0.13
C -0.041000 -5.358700 -4.207700 0.03 -0.04 -0.10
C 0.912700 -6.005100 -4.978900 -0.04 0.05 0.07
C 2.255500 -5.928000 -4.640900 0.12 -0.01 -0.04
C 2.650100 -5.208900 -3.528300 -0.07 0.02 0.04
C 2.886400 -4.652500 0.009400 -0.17 0.01 -0.47
C 3.821900 -5.638800 -0.287700 -0.04 0.09 -0.02
C 4.361000 -6.412700 0.725400 0.06 -0.04 -0.07
C 3.977700 -6.206500 2.041100 -0.12 0.03 -0.07
C 3.040800 -5.229000 2.341000 -0.01 -0.09 0.01
C 2.491300 -4.466500 1.327400 -0.32 0.30 -0.05
C 4.274200 -1.793400 0.851800 0.01 0.30 -0.40
C 5.432800 -2.561800 0.833100 -0.08 -0.01 0.02
C 5.922200 -3.094400 2.011400 0.11 -0.06 -0.02
C 5.272200 -2.846400 3.210800 -0.08 0.08 0.01
C 4.118900 -2.078300 3.236700 0.05 0.00 0.02
C 3.622000 -1.557400 2.055600 -0.35 0.37 -0.08
C 4.827300 0.074600 -1.393100 -0.27 -0.50 0.29
C 4.508300 0.651100 -2.619000 -0.05 -0.05 -0.03
C 5.389300 1.535700 -3.211300 -0.02 0.02 -0.06
C 6.585500 1.845600 -2.581100 -0.03 -0.04 0.07
C 6.894200 1.284200 -1.352600 0.12 0.10 0.00
C 6.017600 0.397700 -0.753800 -0.05 -0.10 0.06
H 4.360300 -2.937300 -2.072000 0.10 -0.04 0.00
H 3.044800 -1.989000 -2.801300 0.04 -0.05 0.00
H -0.376700 -4.132200 -2.473200 -0.12 0.01 0.02
H -1.080100 -5.390400 -4.494800 -0.11 -0.05 0.00
H 0.609000 -6.559900 -5.851300 -0.02 -0.07 -0.13
H 2.999700 -6.415200 -5.250800 0.05 -0.07 -0.08
H 3.697700 -5.121100 -3.280800 0.13 -0.05 -0.09
H 4.116300 -5.814800 -1.310000 0.09 -0.10 -0.09
H 5.068800 -7.188900 0.479500 0.09 -0.07 0.00
H 4.387500 -6.821800 2.826300 0.07 -0.05 0.09
H 2.727300 -5.073800 3.361800 -0.03 0.02 0.11
H 1.741100 -3.708500 1.548600 0.13 -0.19 0.06
H 5.951200 -2.730900 -0.099200 0.13 -0.10 -0.09
H 6.817200 -3.697100 1.997700 0.09 -0.04 0.00
H 5.668700 -3.246700 4.129400 0.07 -0.09 0.13
H 3.618300 -1.882900 4.175300 -0.04 0.01 0.02
H 2.728800 -0.929700 2.060400 0.29 -0.11 0.12
H 3.570700 0.408300 -3.100200 -0.07 0.05 -0.10
H 5.148200 1.984200 -4.162500 -0.03 0.03 -0.09
H 7.277800 2.527100 -3.047500 0.08 0.11 -0.06
H 7.819900 1.539500 -0.859300 0.07 0.00 0.03
H 6.260500 -0.044300 0.201000 0.04 0.00 0.10
C -1.570200 -4.257200 0.839200 0.27 0.10 -0.05
C -2.588500 -3.225400 0.492000 0.00 0.12 0.06
C -3.937000 -3.627600 0.437000 -0.35 0.24 -0.02
C -4.918800 -2.691200 0.297700 0.40 -0.18 0.05
C -4.558100 -1.335500 0.144700 0.41 0.15 0.03
C -5.519600 -0.307900 0.099200 0.13 0.16 -0.04
C -5.128000 0.997400 -0.022900 -0.15 -0.17 -0.01
C -3.772700 1.306300 -0.186000 0.23 -0.10 -0.10
C -2.812600 0.327300 -0.149100 0.09 0.17 -0.01
S -1.112400 0.811400 -0.507800 -0.26 -0.27 0.22
C -3.166900 -1.022200 0.082400 -0.55 0.02 0.07
N -2.217500 -1.971600 0.300000 0.63 -0.09 -0.08
H -2.024400 -5.036800 1.447000 0.10 0.01 0.07
H -0.734000 -3.800600 1.374200 -0.02 -0.17 0.02
H -1.168100 -4.722300 -0.060800 0.06 -0.01 -0.05
H -4.172100 -4.671900 0.564100 -0.05 -0.10 0.03
H -5.959800 -2.973900 0.333900 -0.13 0.02 -0.05
H -6.564700 -0.571000 0.168900 -0.09 0.00 0.02
H -5.858000 1.789400 -0.024600 -0.09 0.11 -0.05
H -3.466000 2.327800 -0.352700 -0.07 0.12 0.00
```
Positions in Å, forces in eV/Å.

## Properties
- Kohn-Sham gap: 8.44 eV
- Maximum force: 1.4 eV/Å
- E_tot: -4238.90459 hartree
- Charge: +2
- M: 988.85 g mol⁻¹

Here are the Mulliken charges for atoms 1 to 2, given in e: Sn 2.5052; C -1.1336

=====

> What is the E_tot in the first record?

-392.00439 hartree